Here is a structure of composition C41H92AlO9 from OMol25. Energies are from ωB97M-V/def2-TZVPD.

ORCA input file:
```
! RIJCOSX wB97M-V def2-TZVPD def2/J DEFGRID3
* xyz -1 1
Al -1.2418 -3.6126 3.8957
O -6.2724 -4.3029 -4.2181
O 8.0215 4.0961 3.2244
O -0.9056 5.3962 2.2480
O 1.5469 6.7853 3.5243
O 11.0831 3.6718 1.9058
O 1.7110 3.7664 2.0573
O -6.6817 -4.7826 -7.5188
O -4.1192 -3.5533 -6.3099
O 8.5616 2.2601 0.8003
C 7.5297 2.7760 2.9895
C -4.4364 -4.9220 -6.5980
C -2.6326 -0.0240 -3.8828
C -5.4852 -3.1116 -4.2940
C 1.8578 -0.5669 -1.2988
C -4.2292 1.1269 1.4234
C 4.9961 0.1207 -0.1092
C -5.1838 -2.7679 -5.7549
C 10.6834 3.5076 0.5428
C 0.2829 -1.0473 -1.5925
C -3.9829 -5.8826 1.0708
C -3.7931 -5.3993 3.6610
C -2.6866 0.5291 1.6210
C 1.9145 2.3848 2.3039
C -3.4751 2.6003 -0.7942
C 1.9706 8.1344 3.4136
C 4.2604 -1.0619 0.7543
C -1.7435 -1.2752 -3.2983
C -2.5938 1.3239 -2.9314
C 2.8234 -1.8796 -1.4668
C 6.9760 5.0364 3.4085
C -4.3753 -4.7723 2.2423
C -3.7735 1.3178 -1.7727
C -7.4186 -4.3574 -8.6533
C 0.0929 5.3750 1.2188
C 9.1565 3.5131 0.4341
C -1.1728 -3.3418 1.8631
C -0.1348 -0.9540 -3.1759
C 3.6649 -2.3068 -0.1279
C -4.0189 -3.0125 5.0435
C 0.7389 3.9988 1.0371
C -3.0394 -4.2920 4.6155
C 8.5556 1.9565 2.2019
C -0.4159 5.3551 3.5957
C 12.3720 3.1358 2.1579
C -1.4466 -1.7979 1.3605
C -6.1206 -4.9711 -2.9761
C -2.7357 -1.0751 2.0738
C -5.3225 -5.0853 -7.8360
C 0.2197 6.6735 4.0444
C -4.2645 2.5707 0.6458
H -3.7841 0.2802 -1.2205
H -4.8282 -1.7325 -5.7904
H -0.4557 -1.1438 1.4728
H 2.3029 1.8915 1.4119
H -4.9445 0.3496 0.8881
H -2.3077 2.7101 -0.7078
H -7.4622 -5.1520 -9.3993
H 3.3482 -0.5976 1.3636
H -2.8035 -4.8460 5.6413
H -6.9702 -3.4563 -9.0834
H -0.0400 3.2252 1.0622
H -0.0998 -4.6353 4.2951
H -4.7507 -5.7801 4.2633
H -0.4395 5.6215 0.2936
H -8.4347 -4.1136 -8.3319
H -2.1150 0.2923 -4.9110
H 3.0610 -3.0449 0.5595
H 0.0504 -2.1000 -1.0908
H -2.7092 -1.0782 3.2437
H 0.8362 6.1580 1.3721
H -4.9563 -4.4266 -8.6348
H 1.2570 3.9581 0.0732
H -0.3772 -0.2461 -1.0032
H -1.9089 -2.2238 -4.0009
H -4.8571 -5.4231 -5.7257
H 12.5974 3.2694 3.2196
H -2.0775 0.5501 0.6051
H 8.2664 0.9019 2.2686
H 0.2520 4.5055 3.7475
H -6.0770 -2.8157 -6.3800
H -2.1571 -1.5675 -2.2208
H 13.1274 3.6587 1.5639
H 0.5211 -1.7641 -3.7454
H 1.3062 8.6895 2.7431
H 2.9761 8.1441 2.9838
H -0.9461 -2.1957 4.6075
H -3.3473 -2.0313 5.1175
H 0.2908 6.6982 5.1358
H 8.7090 4.3397 0.9885
H 4.6098 -2.9262 -0.5131
H -6.7240 -5.8827 -3.0009
H 8.8948 3.6607 -0.6193
H 6.1422 -0.1248 -0.1733
H -0.0576 -3.5979 1.5253
H -5.2881 -6.1240 -8.1807
H -6.4660 -4.3363 -2.1547
H -3.7847 3.3923 1.3382
H 2.0984 -2.7958 -1.7097
H 7.3558 2.3108 3.9655
H -4.7849 1.5221 -2.3259
H -1.5669 1.4824 -2.3816
H -4.4214 -3.2081 6.1416
H -3.7527 -0.3270 -4.1406
H 11.0736 2.5670 0.1387
H -1.6984 -1.8704 0.2033
H -5.5505 -4.6562 2.2278
H 2.1267 0.1773 -2.1665
H -4.7087 1.2935 2.5032
H 6.3365 5.0741 2.5209
H 1.9988 8.6093 4.3989
H -2.8189 -6.0189 0.9819
H -3.1202 -6.3685 3.4821
H -4.9136 -2.9054 4.2899
H -0.3988 7.5106 3.7022
H 12.3895 2.0635 1.9363
H -4.4176 -6.9318 1.4169
H 0.9799 1.9128 2.6229
H 11.0985 4.3455 -0.0250
H -3.4751 -5.4043 -6.8065
H -3.8700 3.5668 -1.3710
H 2.6423 2.2835 3.1133
H 7.4227 6.0241 3.5500
H 4.4915 0.3797 -1.1339
H 6.3860 4.7828 4.2902
H -1.2990 5.1781 4.2192
H -5.0747 -5.2568 -2.8216
H 3.5127 -1.7846 -2.4365
H -3.7137 -1.5062 1.5974
H -2.0911 1.0839 2.4785
H -6.0644 -2.3048 -3.8352
H 0.1811 0.1081 -3.5655
H -5.4116 2.8358 0.4497
H -2.7686 2.2815 -3.6194
H 9.5560 2.0359 2.6285
H 4.9191 1.1142 0.5476
H -1.8727 -4.0464 1.2398
H 1.8396 -0.0900 -0.2305
H -4.5437 -3.2379 -3.7481
H 5.0223 -1.5114 1.5504
H -4.4284 -5.6256 0.0139
H -3.9471 -3.6893 2.0095
H 6.5848 2.8094 2.4310
*
```

Its highest occupied orbital energy is -4.638 eV. The value obtained for the energy is -2536.4328 hartree. The calculation puts the gap between HOMO and LUMO at 6.699 eV. The value obtained for the maximum force is 2.65 eV Å⁻¹.